Entry from the OMol25 dataset: a structure of composition C24H32AsClCuN3O5S3 in a non-equilibrium geometry (the ωB97M-V functional and the def2-TZVPD basis).

Results
Orbital gap (spin up / spin down): 5.07 / 5.47 eV
Net charge: -1
Spin multiplicity: 2
Expectation value of S²: 0.7608

```
70
Properties=species:S:1:pos:R:3:mulliken_spin:R:1
Cu 1.7107 0.4702 0.8226 0.4342
S 3.5551 0.6762 2.0201 0.1821
C 3.5167 2.2829 2.7447 -0.0173
C 4.6255 2.7398 3.4680 -0.0105
C 4.6447 4.0042 4.0424 0.0009
C 3.5404 4.8371 3.8907 -0.0001
C 2.4341 4.3957 3.1787 -0.0073
C 2.3881 3.1177 2.6009 -0.0243
S 0.9605 2.5870 1.7321 0.1645
H 5.4813 2.0792 3.5673 -0.0001
H 5.5168 4.3388 4.5953 -0.0003
H 3.5460 5.8351 4.3200 0.0000
H 1.5709 5.0429 3.0562 -0.0030
Cl 2.2451 -0.9276 -3.2616 0.0036
C 1.3441 -1.9941 -2.2011 0.0432
C 0.3218 -2.7389 -2.7735 -0.0295
C -0.4028 -3.6438 -2.0077 0.0621
C -0.0686 -3.7916 -0.6608 -0.0256
C 0.9341 -3.0261 -0.0972 0.0478
C 1.6908 -2.0804 -0.8337 -0.0616
C 2.6537 -1.2285 -0.1763 0.1970
H 0.1039 -2.6171 -3.8298 -0.0010
H -1.1930 -4.2310 -2.4598 0.0045
H -0.6115 -4.5016 -0.0439 -0.0018
H 1.1447 -3.1057 0.9629 0.0075
H 3.3983 -0.7885 -0.8306 0.0017
H 3.1173 -1.7056 0.6833 -0.0098
C 2.9878 -2.1773 3.9295 0.0006
As 1.4096 -1.0678 3.8802 0.0004
C 0.1953 -2.1735 4.9252 0.0000
C 1.6059 0.4792 5.0022 -0.0010
O 0.6393 -0.8369 2.4341 0.0030
H 3.3607 -2.1819 4.9555 -0.0005
H 3.7501 -1.7955 3.2582 -0.0002
H 2.6870 -3.1835 3.6431 0.0003
H 0.6150 -2.4543 5.8936 -0.0001
H -0.0152 -3.0677 4.3418 0.0001
H -0.7334 -1.6250 5.0708 0.0001
H 1.7688 0.1570 6.0325 0.0003
H 0.6742 1.0329 4.9152 0.0003
H 2.4254 1.1036 4.6531 0.0000
C -5.7617 0.3212 -6.0115 0.0000
C -4.6089 0.6738 -5.0756 0.0000
S -5.0573 0.2040 -3.4182 -0.0002
O -5.1260 -1.2376 -3.3604 0.0001
O -6.2004 0.9917 -3.0256 0.0000
C -3.6563 0.7359 -2.4622 0.0012
C -2.5026 -0.2652 -2.5706 0.0004
N -1.2703 0.2798 -2.0064 0.0024
C -0.7901 -0.0156 -0.7793 -0.0093
N 0.3608 0.6303 -0.5521 0.0539
C 0.6220 1.3733 -1.6505 -0.0064
C -0.3689 1.1814 -2.5616 -0.0044
N -0.4489 1.7512 -3.8530 0.0001
O 0.4554 2.4604 -4.2015 -0.0001
O -1.4495 1.5507 -4.5213 0.0001
C -1.5056 -0.9119 0.1649 0.0008
H -5.5018 0.5940 -7.0340 0.0000
H -6.6672 0.8560 -5.7252 0.0000
H -5.9703 -0.7491 -5.9803 0.0000
H -4.4006 1.7453 -5.0420 0.0000
H -3.6878 0.1409 -5.3181 0.0000
H -4.0232 0.8501 -1.4421 0.0002
H -3.3702 1.7102 -2.8611 0.0000
H -2.3179 -0.5358 -3.6026 0.0001
H -2.7442 -1.1723 -2.0332 -0.0005
H 1.4924 2.0081 -1.7290 0.0006
H -1.6118 -1.9080 -0.2678 0.0021
H -2.4993 -0.5099 0.3855 -0.0001
H -0.9292 -0.9885 1.0908 -0.0006
```

=====

Entry from the OMol25 dataset: the ion CHN4 with charge -1 in a non-equilibrium geometry (the ωB97M-V functional and the def2-TZVPD basis).

Results
Orbital gap: 9.58 eV
Net charge: -1

```
6
Properties=species:S:1:pos:R:3:lowdin_charge:R:1
C -0.7501 0.0392 0.0284 -0.3897
N 0.0536 -1.1070 -0.0063 -0.1349
N 0.0074 1.1481 0.0164 -0.1381
N 1.3183 -0.6026 0.0422 -0.2026
N 1.2730 0.7121 0.0028 -0.2087
H -1.9022 -0.1897 -0.0834 0.0740
```

=====

Entry from the OMol25 dataset: a cluster of 2 separate species, C9H14 in total in a non-equilibrium geometry (the ωB97M-V functional and the def2-TZVPD basis).

Results
Orbital gap (spin up / spin down): 2.80 / 7.13 eV
Net charge: -1
Spin multiplicity: 2
Expectation value of S²: 0.7593

```
23
Properties=species:S:1:pos:R:3:mulliken_spin:R:1
C 0.3996 0.7597 2.0638 -0.0398
C -0.4598 0.9152 -0.2417 0.0015
C 0.6712 0.8427 0.5630 0.0940
C -0.3168 0.9863 -1.6299 0.4329
C 0.9201 0.7347 -2.3013 -0.1974
C 1.9225 0.6297 -0.0559 0.3918
C 1.9914 0.4473 -1.4725 0.1083
H -1.4647 1.0596 0.1373 0.0182
H -1.1558 1.1974 -2.3048 0.0934
H 0.8081 -0.2053 2.4349 0.0159
H -0.6378 0.8953 2.3360 0.0158
H 1.1575 0.8490 -3.3515 -0.0459
H 2.7862 0.5734 0.6146 0.0639
H 2.9802 0.2655 -1.9262 0.0181
H 1.1167 1.4660 2.5168 0.0302
C -2.4755 -1.7116 0.5109 0.0147
C -1.5485 -2.4951 1.4656 -0.0077
H -3.5534 -1.8148 0.6533 -0.0053
H -2.4443 -0.6572 0.7211 -0.0206
H -2.0268 -2.0137 -0.4436 0.0108
H -0.6418 -1.8893 1.5283 0.0096
H -1.2082 -3.4845 1.1825 -0.0004
H -2.0017 -2.8110 2.4174 -0.0019
```

=====

Entry from the OMol25 dataset: a cluster of 7 separate species, C51H82BBrN6O9P2 in total in a non-equilibrium geometry (the ωB97M-V functional and the def2-TZVPD basis).

Results
Orbital gap: 7.75 eV
SMILES: CCCCCCCCCC1=C(CCC(=O)O)C(=O)c2c(PP(=O)(O)O)c(C)c([C@@H](Br)CC)c(B(O)OC)c2C1=O.CCCC#N.CCCC#N.CCCC#N.CCCC#N.CCCC#N.CCCC#N

```
152
Properties=species:S:1:pos:R:3:lowdin_charge:R:1
C 10.8946 -0.5821 -0.1149 -0.1177
C 9.4151 -0.6957 -0.4879 -0.2497
C 8.6277 0.6263 -0.3594 -0.2127
C 8.2293 1.2229 -1.7137 -0.2137
C 7.3918 0.2863 -2.5903 -0.2010
C 5.8695 0.4110 -2.3320 -0.1882
C 5.1860 -0.9444 -2.1172 -0.2151
C 3.7684 -1.0312 -2.6572 -0.1705
C 2.7199 -0.3204 -1.7568 -0.1182
C 1.4724 -1.1132 -1.5604 -0.0922
C 1.4098 -2.2275 -0.8273 -0.0992
C 2.5576 -2.8598 -0.1051 -0.0879
C 3.0867 -4.1231 -0.8358 -0.0775
C 2.8585 -5.3760 -0.0248 -0.5548
O 3.3636 -5.5110 1.0537 0.1079
O 2.1000 -6.3471 -0.5220 0.1342
C 0.1082 -2.9308 -0.7146 -0.2901
O 0.0695 -4.1319 -0.6442 0.0917
C -1.1109 -2.0656 -0.7293 -0.0744
C -2.2698 -2.3960 -0.0061 -0.3261
P -2.4428 -3.9065 1.0300 0.9369
P -3.0126 -5.5202 -0.3197 0.2401
O -1.8861 -6.4165 -0.6207 -0.3326
O -4.1958 -6.3347 0.3924 -0.1791
O -3.7016 -4.8885 -1.6089 -0.1462
C -3.3781 -1.5157 -0.0267 -0.2195
C -4.5914 -1.8828 0.7848 -0.1124
C -3.2957 -0.3185 -0.7728 -0.1617
C -4.4423 0.6516 -0.7971 -0.5767
Br -6.0437 -0.1748 -1.6081 0.7539
C -4.6801 1.3195 0.5886 -0.2315
C -6.1278 1.5481 0.9876 -0.1532
C -2.1296 0.0028 -1.5003 0.0675
B -2.0502 1.3941 -2.2870 -0.6168
O -1.8224 1.4973 -3.6159 0.2058
O -2.2349 2.5765 -1.5957 0.0220
C -3.0505 3.5394 -2.2629 -0.0694
C -1.0400 -0.8842 -1.4838 -0.0318
C 0.2263 -0.6708 -2.2331 -0.2683
O 0.2910 -0.2191 -3.3531 0.1423
H 11.3122 -1.5898 -0.0807 0.0660
H 11.0243 -0.1330 0.8604 0.0294
H 11.4487 -0.0138 -0.8555 0.0299
H 9.3744 -1.1103 -1.4918 0.0871
H 8.9834 -1.4314 0.1902 0.0959
H 9.2617 1.3463 0.1495 0.0851
H 7.7630 0.4529 0.2790 0.0994
H 7.6667 2.1338 -1.5168 0.1045
H 9.1355 1.4947 -2.2504 0.0754
H 7.5828 0.5703 -3.6242 0.1040
H 7.7040 -0.7486 -2.4981 0.0827
H 5.4365 0.8735 -3.2167 0.1068
H 5.7136 1.0820 -1.4907 0.1046
H 5.2292 -1.2275 -1.0644 0.1076
H 5.7783 -1.6900 -2.6479 0.1067
H 3.4982 -2.0839 -2.7267 0.0972
H 3.7136 -0.6382 -3.6682 0.1163
H 2.4936 0.6311 -2.2309 0.1227
H 3.1961 -0.0818 -0.8096 0.0962
H 2.2084 -3.2132 0.8637 0.1243
H 3.3486 -2.1452 0.0879 0.1066
H 4.1409 -4.0320 -1.0775 0.1243
H 2.5721 -4.2035 -1.7928 0.1143
H 1.7133 -6.0845 -1.3655 0.1123
H -1.1470 -4.2927 1.3884 -0.0590
H -3.7712 -6.9531 1.0019 0.0781
H -4.1342 -5.6158 -2.0821 0.0887
H -5.0204 -2.8231 0.4525 0.0761
H -4.2603 -2.0522 1.8084 0.0660
H -5.3515 -1.1222 0.8211 0.0055
H -4.2497 1.4653 -1.4688 0.0419
H -4.1379 2.2615 0.5985 0.1138
H -4.2067 0.6736 1.3233 0.0991
H -6.6331 0.6295 1.2694 0.0344
H -6.1418 2.2098 1.8524 0.0757
H -6.6955 2.0598 0.2199 0.0277
H -1.7584 0.6394 -4.0464 0.1101
H -2.4562 4.1772 -2.9123 0.0927
H -3.8242 3.0825 -2.8770 0.0927
H -3.5299 4.1745 -1.5230 0.0929
C 9.1493 -2.1139 4.8773 -0.1092
C 10.5790 -2.0962 4.3494 -0.2592
C 11.1952 -0.6920 4.3424 -0.1838
C 10.4295 0.2126 3.4862 -0.2254
N 9.8328 0.8968 2.7885 0.1810
H 8.4862 -1.5194 4.2474 0.0703
H 8.7606 -3.1317 4.8933 0.0729
H 9.1003 -1.7182 5.8936 0.0761
H 10.5971 -2.5038 3.3370 0.1085
H 11.2023 -2.7454 4.9667 0.1071
H 12.2201 -0.7273 3.9717 0.1180
H 11.2173 -0.2776 5.3514 0.1194
C -9.9142 1.8791 -2.4681 -0.1048
C -11.0335 2.6122 -1.7342 -0.2599
C -10.5926 3.9659 -1.1665 -0.1879
C -9.5079 3.8001 -0.1998 -0.2301
N -8.6483 3.6685 0.5467 0.1737
H -9.0821 1.6436 -1.8008 0.0520
H -10.2794 0.9370 -2.8771 0.0759
H -9.5262 2.4767 -3.2951 0.0778
H -11.4056 1.9882 -0.9213 0.0834
H -11.8682 2.7758 -2.4176 0.1098
H -11.4279 4.4541 -0.6631 0.1004
H -10.2481 4.6223 -1.9673 0.1215
C 13.9840 -0.8866 -3.1658 -0.1029
C 13.4167 -0.2933 -4.4502 -0.2588
C 13.2960 1.2346 -4.3993 -0.1859
C 12.4017 1.6590 -3.3224 -0.2177
N 11.6976 1.9909 -2.4824 0.1724
H 13.3340 -0.6863 -2.3131 0.0562
H 14.0815 -1.9684 -3.2555 0.0735
H 14.9715 -0.4763 -2.9459 0.0781
H 12.4351 -0.7275 -4.6478 0.1112
H 14.0600 -0.5622 -5.2898 0.1063
H 12.9021 1.6177 -5.3409 0.1172
H 14.2738 1.6897 -4.2349 0.1203
C -11.6186 -1.5887 1.9389 -0.1069
C -10.8273 -0.3533 2.3522 -0.2549
C -9.8049 0.0814 1.2975 -0.1807
C -8.8187 -0.9681 1.0470 -0.2396
N -8.0348 -1.7796 0.8533 0.1712
H -10.9672 -2.4542 1.8088 0.0707
H -12.3551 -1.8444 2.7009 0.0706
H -12.1504 -1.4170 1.0009 0.0764
H -10.3130 -0.5504 3.2953 0.1124
H -11.5138 0.4756 2.5266 0.0874
H -9.2728 0.9777 1.6208 0.1053
H -10.3045 0.3139 0.3567 0.1035
C -11.1589 6.1826 2.6909 -0.1018
C -12.6006 6.0792 3.1777 -0.2571
C -12.9855 4.6547 3.5958 -0.1830
C -12.8604 3.7274 2.4726 -0.2218
N -12.7590 3.0192 1.5785 0.1685
H -10.9915 5.5743 1.8010 0.0493
H -10.9163 7.2132 2.4334 0.0750
H -10.4582 5.8540 3.4599 0.0816
H -13.2764 6.4211 2.3916 0.1110
H -12.7442 6.7418 4.0324 0.1076
H -14.0152 4.6229 3.9525 0.1185
H -12.3396 4.3071 4.4034 0.1225
C 1.6622 1.0710 1.4662 -0.0993
C 1.5929 1.1057 2.9874 -0.2503
C 1.0052 -0.1823 3.5744 -0.1797
C -0.3587 -0.3981 3.0942 -0.2185
N -1.4238 -0.5667 2.7096 0.1838
H 0.6684 0.9833 1.0223 0.0730
H 2.1138 1.9847 1.0797 0.0809
H 2.2633 0.2257 1.1262 0.0575
H 0.9924 1.9594 3.3062 0.1131
H 2.5945 1.2496 3.3958 0.1096
H 0.9823 -0.1337 4.6633 0.1184
H 1.6122 -1.0439 3.2902 0.1188
```